{"formula": "C39H35AsN6O2PdS", "method": "ωB97M-V with the def2-TZVPD basis set", "max_force_ev_per_a": 2.68, "total_charge": 0, "homo_lumo_gap_ev": [6.2, 6.2], "lumo_energy_ha": [-0.0194, -0.0199], "homo_ev": [-6.7, -6.7], "total_energy_ev": -129201.113, "relative_energy_ev": 1.1585, "elements": ["Pd", "N", "C", "S", "N", "N", "C", "C", "C", "C", "C", "C", "C", "O", "H", "H", "H", "H", "H", "H", "H", "C", "C", "C", "C", "C", "N", "C", "O", "N", "C", "C", "C", "C", "N", "C", "C", "C", "H", "H", "H", "H", "H", "H", "H", "H", "H", "H", "H", "H", "H", "C", "C", "C", "C", "C", "C", "As", "C", "C", "C", "C", "C", "C", "C", "C", "C", "C", "C", "C", "H", "H", "H", "H", "H", "H", "H", "H", "H", "H", "H", "H", "H", "H", "H"], "coordinates": [[-0.01687, -0.05811, 0.15287], [3.34033, 0.35640, 2.98978], [2.21627, 0.07187, 2.26105], [2.28044, 0.48440, 0.57136], [1.18893, -0.37849, 2.89136], [0.10904, -0.73501, 2.13954], [-0.98387, -0.93832, 2.80379], [-2.21531, -1.44664, 2.29223], [-3.23885, -1.70558, 3.22700], [-4.44567, -2.24051, 2.86323], [-4.68802, -2.51986, 1.51107], [-3.73731, -2.24102, 0.56507], [-2.45758, -1.72403, 0.90605], [-1.59036, -1.54614, -0.02985], [4.17901, 0.51666, 2.46174], [3.43527, -0.10280, 3.87993], [-0.94376, -0.74657, 3.87513], [-3.03738, -1.49667, 4.27213], [-5.20277, -2.43991, 3.60944], [-5.63013, -2.96474, 1.21502], [-3.91633, -2.44327, -0.48355], [7.02778, 1.65078, -1.64202], [5.76337, 2.20010, -2.23950], [5.13399, 1.57424, -3.30438], [3.95220, 2.06754, -3.83812], [3.37388, 3.20837, -3.29620], [2.23389, 3.83768, -3.84564], [1.38408, 3.44947, -4.84279], [0.95611, 4.26841, -5.63387], [1.00865, 2.11588, -5.01716], [0.66632, 1.05470, -4.16261], [0.28244, -0.12612, -4.79954], [-0.16664, -1.19691, -4.05902], [-0.25666, -1.07424, -2.68988], [0.09760, 0.04365, -2.06174], [0.56877, 1.08890, -2.76076], [3.98960, 3.83641, -2.21848], [5.17128, 3.34054, -1.70646], [7.40354, 0.81315, -2.22688], [6.83351, 1.29410, -0.62732], [7.80050, 2.41886, -1.59236], [5.57856, 0.68582, -3.73594], [3.50024, 1.57285, -4.68622], [2.23625, 4.84025, -3.74152], [0.61046, 2.00855, -5.93666], [0.31360, -0.17872, -5.88142], [-0.48300, -2.10860, -4.54481], [-0.65395, -1.86490, -2.06546], [0.80122, 1.97884, -2.19737], [3.53072, 4.71454, -1.77849], [5.63607, 3.83651, -0.86333], [-1.34790, 5.04275, -3.35266], [-0.76643, 5.33596, -2.12855], [-0.82335, 4.41801, -1.08917], [-1.49852, 3.20863, -1.24429], [-2.05496, 2.91305, -2.48691], [-1.98268, 3.82216, -3.53129], [-1.54471, 1.89549, 0.21757], [-1.32488, 3.12668, 1.71336], [-2.06251, 4.30462, 1.84037], [-1.84861, 5.14783, 2.91764], [-0.89380, 4.82632, 3.87526], [-0.14222, 3.66935, 3.74632], [-0.35738, 2.82460, 2.66499], [-3.47110, 1.55469, 0.24846], [-4.31972, 2.05778, 1.22967], [-5.69020, 1.86150, 1.14074], [-6.22474, 1.14646, 0.07979], [-5.37951, 0.58091, -0.86305], [-4.01087, 0.77325, -0.77048], [-1.28699, 5.75005, -4.16806], [-0.27630, 6.28998, -1.97560], [-0.35335, 4.64923, -0.14131], [-2.54528, 1.96009, -2.64387], [-2.42487, 3.57637, -4.48879], [-2.79289, 4.55883, 1.08089], [-2.42343, 6.06048, 3.01170], [-0.73090, 5.48452, 4.71913], [0.61245, 3.42333, 4.48206], [0.24096, 1.92749, 2.54960], [-3.91035, 2.60418, 2.06814], [-6.33895, 2.27405, 1.90295], [-7.29598, 1.01433, -0.00035], [-5.78805, -0.01523, -1.66926], [-3.34713, 0.29104, -1.48054]], "forces_ev_per_a": [[1.200, -2.380, 0.243], [0.028, 0.088, -0.046], [-0.215, 0.214, -0.181], [-0.543, -0.005, -0.464], [0.509, -0.330, 0.869], [-0.793, 1.338, -0.876], [0.481, -0.312, -0.070], [-0.656, 0.154, -0.568], [0.192, 0.047, 0.003], [-0.219, -0.053, 0.097], [0.121, 0.093, 0.127], [0.275, -0.264, -0.043], [-0.227, -0.036, 0.528], [0.417, 0.666, -0.479], [0.049, -0.015, 0.061], [-0.037, -0.029, -0.020], [0.208, -0.269, 0.018], [-0.014, 0.034, 0.005], [0.009, -0.020, -0.001], [-0.041, 0.086, -0.036], [0.008, -0.007, -0.006], [-0.092, -0.006, 0.038], [0.048, -0.069, 0.054], [-0.039, 0.015, 0.057], [-0.106, 0.009, -0.033], [0.018, -0.211, -0.149], [-0.115, -0.293, 0.508], [-0.192, 0.118, -0.353], [-0.124, 0.079, -0.060], [0.346, -0.059, 0.329], [-0.137, -0.043, 0.377], [0.065, 0.084, 0.082], [-0.102, 0.048, -0.253], [-0.171, -0.227, 0.353], [0.509, 0.353, 0.194], [-0.080, -0.065, -0.468], [-0.068, 0.018, 0.075], [-0.034, -0.051, 0.021], [0.053, -0.002, 0.004], [0.100, 0.009, -0.025], [0.039, -0.045, 0.033], [-0.016, -0.015, -0.012], [-0.020, 0.018, -0.024], [-0.106, 0.017, -0.135], [-0.044, 0.152, -0.027], [0.059, -0.039, -0.011], [0.027, -0.037, 0.029], [0.032, 0.027, 0.029], [0.157, 0.089, 0.041], [0.006, 0.011, -0.022], [0.003, 0.035, 0.011], [0.047, 0.030, -0.002], [0.034, 0.020, -0.054], [-0.033, -0.120, 0.114], [0.092, 0.081, 0.013], [-0.016, -0.074, 0.084], [-0.006, -0.045, -0.050], [-0.863, 1.184, 0.211], [-0.012, -0.011, -0.010], [0.026, -0.093, -0.042], [-0.047, 0.042, -0.008], [0.055, -0.015, 0.037], [-0.043, 0.054, 0.024], [0.009, -0.163, -0.132], [-0.024, 0.046, 0.038], [0.088, 0.002, -0.023], [-0.002, -0.032, 0.019], [-0.028, -0.021, 0.026], [-0.037, 0.024, -0.038], [0.159, 0.034, -0.022], [-0.018, 0.003, -0.027], [0.046, -0.023, -0.010], [-0.004, 0.063, -0.036], [-0.060, 0.049, -0.035], [0.011, 0.005, -0.006], [-0.025, 0.048, 0.051], [-0.011, -0.002, -0.003], [-0.004, 0.017, -0.006], [0.006, -0.017, -0.010], [-0.005, 0.035, 0.077], [-0.050, 0.044, 0.003], [-0.012, -0.013, 0.001], [-0.003, -0.032, 0.010], [0.011, -0.016, -0.001], [-0.046, -0.023, -0.017]]}